{"formula": "C8H30O7", "method": "ωB97M-V/def2-TZVPD", "lumo_energy_ev": 0.31, "e_homo_ev": -9.8699, "mol_weight_g_mol": 238.321, "orbital_gap_ev": 10.18, "smiles": "CCO.CCO.CO.CO.CO.CO.O", "de_lowest_kcal_mol": 36.3, "species": ["C", "C", "O", "H", "H", "H", "H", "H", "H", "C", "C", "O", "H", "H", "H", "H", "H", "H", "C", "O", "H", "H", "H", "H", "C", "O", "H", "H", "H", "H", "C", "O", "H", "H", "H", "H", "C", "O", "H", "H", "H", "H", "O", "H", "H"], "xyz": [[3.330, -0.600, 1.704], [3.393, 0.170, 0.406], [2.753, 1.449, 0.535], [3.959, -0.137, 2.463], [3.642, -1.633, 1.544], [2.305, -0.635, 2.084], [2.911, -0.392, -0.397], [4.437, 0.302, 0.107], [3.421, 2.133, 0.442], [-2.852, -1.321, -1.100], [-3.656, -2.597, -0.941], [-4.511, -2.838, -2.056], [-2.123, -1.409, -1.909], [-2.288, -1.108, -0.190], [-3.510, -0.475, -1.306], [-4.312, -2.506, -0.075], [-2.990, -3.450, -0.783], [-4.056, -2.559, -2.853], [-2.417, 3.016, 0.226], [-1.311, 3.017, -0.680], [-3.030, 3.911, 0.105], [-3.040, 2.126, 0.104], [-2.008, 3.016, 1.233], [-1.657, 3.091, -1.573], [0.565, 2.604, 3.230], [1.937, 2.867, 2.990], [0.430, 1.794, 3.950], [0.112, 3.518, 3.613], [0.036, 2.337, 2.308], [2.232, 2.291, 2.277], [0.330, -2.485, 0.490], [-0.208, -1.837, 1.611], [1.192, -1.951, 0.075], [0.653, -3.492, 0.753], [-0.407, -2.601, -0.321], [-0.276, -0.902, 1.373], [0.953, -0.757, -3.002], [1.597, -1.841, -3.651], [0.617, 0.015, -3.698], [0.069, -1.114, -2.472], [1.613, -0.310, -2.255], [1.829, -1.587, -4.548], [-0.064, 0.624, 0.157], [-0.475, 1.430, -0.189], [0.876, 0.827, 0.223]], "atomic_forces_ev_per_a": [[-0.3, 0.0, 0.1], [0.4, -0.3, 0.0], [0.1, -0.1, 0.0], [0.0, 0.0, 0.0], [0.1, 0.0, 0.0], [0.0, 0.0, 0.0], [-0.1, 0.1, 0.0], [-0.1, 0.1, 0.0], [-0.1, 0.1, -0.1], [0.1, 0.0, 0.1], [0.0, 0.3, -0.1], [-0.1, 0.0, 0.1], [-0.1, 0.0, -0.1], [0.0, 0.0, 0.0], [0.0, 0.0, 0.0], [0.0, -0.1, 0.0], [0.0, 0.0, 0.0], [0.1, 0.0, -0.1], [-0.1, 0.1, 0.1], [-0.1, -0.1, 0.1], [0.0, 0.0, 0.0], [0.0, 0.0, 0.0], [0.0, 0.0, 0.0], [0.0, 0.0, -0.1], [-0.1, 0.1, -0.2], [0.0, 0.1, 0.0], [0.0, 0.0, 0.1], [0.0, 0.0, 0.1], [0.1, 0.0, 0.1], [0.0, -0.1, 0.0], [0.0, -0.3, -0.7], [0.0, 0.1, 0.3], [0.0, 0.0, 0.0], [0.0, 0.1, 0.2], [0.1, 0.1, 0.1], [-0.2, 0.1, 0.0], [-0.2, 0.1, 0.2], [0.0, -0.1, -0.1], [0.1, 0.0, 0.0], [0.1, -0.1, 0.0], [0.0, 0.1, -0.1], [0.0, 0.0, 0.1], [0.0, -0.3, 0.1], [0.0, 0.2, -0.1], [0.1, 0.3, 0.0]], "mulliken_charge": [-1.194, 0.055, -0.619, 0.380, 0.404, 0.232, -0.097, 0.494, 0.293, -0.674, -0.291, -0.532, 0.110, 0.135, 0.384, 0.299, 0.221, 0.301, -0.439, -0.519, 0.331, 0.176, 0.142, 0.267, -0.068, -0.566, 0.257, 0.287, -0.251, 0.380, -0.009, -0.563, -0.161, 0.361, -0.042, 0.332, 0.040, -0.537, 0.396, -0.217, 0.043, 0.310, -0.298, 0.264, 0.178]}